Record 1
Density functional theory data (the ωB97M-V functional and the def2-TZVPD basis) for one molecule with the formula C13H19FN2O3S.

- Structure (SMILES): CC(C)CNC(=O)CN(C)S(=O)(=O)c1ccc(F)cc1
- Strongest force on any atom: 0.9 eV/Å
- Molar mass: 302.37 g mol⁻¹
- Highest occupied orbital energy: -9.574 eV
- Frontier orbital gap: 10.22 eV

Each line ends with the natural charge from an NBO analysis.
Atoms and positions in Å:
C  -2.89773  -2.75249  -2.03156  -0.61
C  -3.04667  -1.27530  -2.39022  -0.22
C  -4.52302  -0.90645  -2.51288  -0.60
C  -2.38654  -0.38062  -1.33713  -0.22
N  -0.94959  -0.54841  -1.30964  -0.61
C  -0.12691  0.48707  -1.08353  0.69
O  -0.44455  1.65687  -1.13977  -0.63
C  1.33055  0.06641  -0.86150  -0.33
N  1.44812  -0.90832  0.20238  -0.66
C  2.77624  -1.45996  0.34839  -0.43
S  0.75464  -0.43325  1.66585  2.32
O  -0.62545  -0.15458  1.41737  -0.93
O  1.07521  -1.45739  2.61486  -0.94
C  1.60128  1.07891  2.12029  -0.37
C  2.71827  0.98886  2.93022  -0.18
C  3.41658  2.13785  3.25787  -0.28
C  2.96811  3.34816  2.75278  0.42
F  3.64657  4.46718  3.06257  -0.32
C  1.84884  3.44623  1.94230  -0.28
C  1.15579  2.29033  1.62295  -0.16
H  -3.31511  -2.94511  -1.04564  0.21
H  -3.42601  -3.37065  -2.75411  0.21
H  -1.85351  -3.05581  -2.03092  0.20
H  -2.55550  -1.09303  -3.35210  0.20
H  -5.03104  -1.06605  -1.56458  0.20
H  -5.00738  -1.51864  -3.26988  0.21
H  -4.63608  0.13819  -2.79144  0.21
H  -2.79656  -0.59648  -0.34413  0.20
H  -2.56769  0.67213  -1.56363  0.23
H  -0.61073  -1.45954  -1.03978  0.40
H  1.69958  -0.39253  -1.78513  0.23
H  1.92672  0.96943  -0.66297  0.21
H  3.53886  -0.67991  0.46240  0.18
H  3.01305  -2.06347  -0.52804  0.21
H  2.76671  -2.09299  1.23158  0.24
H  3.01285  0.02283  3.30812  0.25
H  4.28881  2.10954  3.89129  0.24
H  1.53394  4.40888  1.57294  0.24
H  0.27937  2.32210  0.99439  0.27

Forces on the atoms, in the same order (eV/Å):
0.0 0.3 -0.2
-0.1 0.0 0.2
0.3 0.0 -0.1
-0.1 0.1 -0.3
-0.3 -0.4 -0.2
0.5 -0.1 -0.4
-0.1 0.3 0.0
-0.2 0.5 -0.1
-0.6 0.1 0.7
0.4 -0.2 0.2
0.1 -0.2 0.2
0.1 0.4 -0.1
0.4 0.1 0.0
-0.4 -0.7 -0.2
0.1 0.0 0.1
0.0 0.2 -0.1
-0.1 -0.1 0.0
-0.1 -0.1 0.0
0.1 0.0 0.1
-0.1 0.1 0.0
-0.1 -0.1 0.1
0.0 -0.1 0.0
0.1 -0.1 0.0
0.0 0.0 0.1
-0.1 0.0 0.1
-0.1 -0.1 -0.1
-0.1 0.1 0.0
-0.1 0.0 0.0
0.0 -0.1 0.1
0.1 0.1 0.0
0.0 0.0 0.1
-0.1 -0.1 -0.1
0.0 0.0 0.0
0.0 0.0 0.0
0.2 -0.1 -0.1
0.1 -0.1 0.1
0.1 0.0 0.1
0.0 0.1 0.0
-0.1 0.1 -0.1



Record 2
Density functional theory data (the ωB97M-V functional and the def2-TZVPD basis) for one molecule with the formula C6H7Cl at a distorted geometry.

- Structure (SMILES): C[C@]12C=C[C@@]1(Cl)C2
- Strongest force on any atom: 3.2 eV/Å
- Molar mass: 114.57 g mol⁻¹
- Highest occupied orbital energy: -8.872 eV
- Frontier orbital gap: 9.88 eV

Each line ends with the natural charge from an NBO analysis.
Atoms and positions in Å:
C  0.54284  1.27967  -0.68596  -0.63
C  -0.10041  -0.01746  -0.20154  -0.08
C  0.21235  -1.48732  -0.47799  -0.21
C  -1.03720  -1.89337  -0.32506  -0.17
C  -1.54673  -0.38091  0.12369  -0.09
Cl  -3.11403  0.35400  -0.08629  0.01
C  -0.57785  0.05066  1.19327  -0.39
H  0.69627  1.45552  -1.76716  0.22
H  1.64429  1.26289  -0.55054  0.22
H  0.17174  2.24290  -0.27850  0.23
H  1.03112  -2.12636  -0.64545  0.22
H  -1.42398  -2.91008  -0.33288  0.22
H  -0.30019  -0.65106  2.04487  0.22
H  -0.73596  1.15181  1.51902  0.22

Forces on the atoms, in the same order (eV/Å):
1.6 0.3 -1.4
1.3 1.4 -0.3
-1.5 0.8 -0.6
-1.1 1.3 0.7
1.1 -2.3 -0.5
0.5 -0.1 -0.3
-0.9 1.0 2.9
-1.3 -0.5 -0.1
-0.4 -0.2 1.2
-0.1 -1.0 0.0
1.3 -0.1 -0.1
-0.4 0.4 0.2
-0.2 0.9 -1.3
0.1 -2.0 -0.3



Record 3
Density functional theory data (the ωB97M-V functional and the def2-TZVPD basis) for an isolated ion of composition HN2O3S and charge -1 at a distorted geometry.

- Strongest force on any atom: 3.4 eV/Å
- Molar mass: 109.09 g mol⁻¹
- Charge: -1
- Highest occupied orbital energy: -4.048 eV
- Frontier orbital gap: 8.15 eV

Each line ends with the natural charge from an NBO analysis.
Atoms and positions in Å:
N  -0.27802  0.26041  -1.45564  -0.51
N  0.36527  -0.53132  -0.70578  0.16
O  0.94011  -1.63273  -0.79024  -0.50
O  -0.60780  -0.88579  1.70130  -1.00
O  -0.29034  1.47817  0.98825  -1.03
S  0.33506  0.08761  1.17276  1.50
H  -0.46428  1.22365  -0.91064  0.38

Forces on the atoms, in the same order (eV/Å):
1.0 -0.4 -0.4
-0.9 2.7 1.9
-0.9 0.8 -1.6
-0.4 -0.4 0.3
1.1 -2.1 -0.1
-0.3 2.4 0.3
0.5 -2.9 -0.3



Record 4
Density functional theory data (the ωB97M-V functional and the def2-TZVPD basis) for a 2-piece molecular cluster, C19H16F2N2 overall at a distorted geometry.

- Strongest force on any atom: 3.5 eV/Å
- Molar mass: 310.35 g mol⁻¹
- Highest occupied orbital energy: -7.795 eV
- Frontier orbital gap: 6.14 eV

Each line ends with the natural charge from an NBO analysis.
Atoms and positions in Å:
F  -3.88774  -3.15783  -3.63702  -0.33
C  -2.85224  -3.49467  -2.79083  0.40
C  -2.43245  -4.82494  -2.73993  -0.26
C  -1.36582  -5.13645  -1.87360  -0.20
C  -0.77437  -4.14022  -1.10426  -0.18
C  -1.19354  -2.77934  -1.16951  -0.09
C  -0.55980  -1.79942  -0.30454  -0.05
C  -0.83529  -0.42300  -0.23601  -0.29
C  -0.25428  0.52565  0.66858  0.02
C  -0.78333  1.87829  0.75820  -0.08
C  -2.14839  2.05630  0.42629  -0.27
C  -2.72457  3.31294  0.46132  0.39
F  -4.06624  3.41859  0.17782  -0.33
C  -2.02009  4.46207  0.82874  -0.27
C  -0.65505  4.31503  1.17420  -0.19
C  -0.07564  3.03975  1.21705  -0.19
C  -2.26291  -2.46742  -2.05287  -0.24
H  -2.91878  -5.55595  -3.37883  0.24
H  -1.01363  -6.17324  -1.84019  0.23
H  0.03986  -4.40353  -0.42483  0.22
H  0.20830  -2.22989  0.35188  0.22
H  -1.60233  -0.06157  -0.96215  0.22
H  0.35859  0.24150  1.54940  0.31
H  -2.76581  1.19456  0.17450  0.23
H  -2.53385  5.42986  0.85028  0.24
H  -0.07336  5.20376  1.44976  0.23
H  0.95295  2.90403  1.57465  0.24
H  -2.58347  -1.43021  -2.09665  0.23
C  5.23678  1.21246  1.82524  -0.63
C  3.92643  0.97912  1.20978  0.10
C  2.67055  0.87267  1.85100  -0.17
N  1.74881  0.62485  0.88045  -0.46
C  2.43121  0.53152  -0.29274  0.13
N  3.76047  0.79445  -0.11892  -0.48
H  5.09071  1.31719  2.89755  0.21
H  5.90483  0.37492  1.61749  0.22
H  5.70220  2.11525  1.42783  0.22
H  2.40678  1.01159  2.91025  0.21
H  1.94448  0.26135  -1.25934  0.19

Forces on the atoms, in the same order (eV/Å):
0.9 -0.4 0.7
-0.3 0.6 -0.3
0.4 0.7 0.4
-0.6 0.1 -0.5
0.1 0.6 0.2
-0.9 -1.2 -0.9
0.1 2.5 0.8
0.2 -2.9 -1.3
1.7 -0.2 2.8
-0.7 2.3 0.0
0.4 -0.2 -0.2
-0.3 0.6 0.4
1.1 -0.1 0.2
0.3 -0.4 -0.2
-0.8 -0.5 0.1
0.0 -0.7 -0.5
0.7 -0.5 0.6
0.1 0.1 0.2
-0.1 0.5 0.1
-0.2 0.1 -0.2
-0.2 0.4 -0.2
0.9 0.0 0.7
-2.8 -0.9 0.2
0.1 0.4 0.0
0.3 -0.4 -0.1
-0.3 -0.5 -0.1
-0.4 0.2 -0.4
-0.3 -0.4 -0.4
0.4 0.1 0.2
-2.4 -0.2 0.3
1.0 0.7 0.7
0.8 -0.2 -3.5
1.4 0.6 0.1
-1.8 -0.9 -0.8
0.3 0.0 0.1
0.1 0.0 0.1
0.0 0.0 0.1
0.1 -0.2 -0.7
0.5 0.5 1.0



Record 5
Density functional theory data (the ωB97M-V functional and the def2-TZVPD basis) for a 7-piece molecular cluster, C7H28N14O7 overall at a distorted geometry.

- Structure (SMILES): NC(N)=O.NC(N)=O.NC(N)=O.NC(N)=O.NC(N)=O.NC(N)=O.NC(N)=O
- Strongest force on any atom: 4.6 eV/Å
- Molar mass: 420.39 g mol⁻¹
- Highest occupied orbital energy: -9.008 eV
- Frontier orbital gap: 9.11 eV

Each line ends with the natural charge from an NBO analysis.
Atoms and positions in Å:
N  -18.26256  -23.28456  -11.34842  -0.83
C  -17.79418  -22.59908  -12.43344  0.78
N  -17.62763  -21.30168  -12.21064  -0.82
O  -17.39686  -23.33517  -13.36853  -0.73
H  -18.51062  -24.24516  -11.48207  0.41
H  -18.35577  -22.81624  -10.46477  0.39
H  -17.17764  -20.79640  -12.96134  0.40
H  -18.15425  -20.73686  -11.57147  0.41
N  -20.19019  -19.50280  -14.55765  -0.86
C  -21.41558  -18.92913  -14.50890  0.77
N  -22.34421  -19.74658  -13.90872  -0.87
O  -21.63826  -17.77730  -14.86277  -0.67
H  -20.06635  -20.47179  -14.31202  0.40
H  -19.42245  -18.98196  -14.93950  0.39
H  -22.11123  -20.71640  -13.76098  0.43
H  -23.10520  -19.28310  -13.45067  0.40
N  -20.00037  -23.89090  -15.09213  -0.84
C  -21.09740  -23.59094  -14.38162  0.79
N  -22.04802  -24.55626  -14.51873  -0.85
O  -21.43594  -22.44390  -14.04844  -0.73
H  -19.78121  -24.69758  -15.64634  0.41
H  -19.40012  -23.10125  -15.25872  0.39
H  -23.00339  -24.43073  -14.23609  0.41
H  -21.80470  -25.41650  -14.98287  0.40
N  -21.89368  -25.99610  -11.69314  -0.84
C  -21.19007  -25.35704  -10.72060  0.77
N  -20.05036  -26.03092  -10.35649  -0.87
O  -21.47864  -24.26898  -10.24301  -0.65
H  -22.77824  -25.66389  -12.02716  0.41
H  -21.47570  -26.73802  -12.22162  0.38
H  -19.76386  -26.79616  -10.93293  0.39
H  -19.56821  -25.59759  -9.59037  0.41
N  -24.58535  -27.77250  -15.47262  -0.83
C  -25.57738  -26.88496  -15.66053  0.77
N  -26.75237  -27.39339  -16.16423  -0.85
O  -25.55377  -25.69058  -15.37044  -0.67
H  -24.71269  -28.75014  -15.65468  0.39
H  -23.70146  -27.50992  -15.07718  0.41
H  -27.50401  -26.74485  -16.28923  0.41
H  -26.82283  -28.34505  -16.47675  0.38
N  -19.72422  -26.99769  -18.08175  -0.84
C  -19.99281  -27.03622  -16.75383  0.78
N  -18.87267  -26.82302  -16.00464  -0.86
O  -21.11588  -27.04361  -16.24188  -0.71
H  -20.53798  -27.06827  -18.67059  0.41
H  -18.84376  -26.71625  -18.46355  0.40
H  -17.94911  -26.75968  -16.41053  0.42
H  -18.87160  -26.70015  -15.00826  0.41
N  -16.76060  -24.19269  -18.43022  -0.85
C  -16.53186  -24.61032  -17.15735  0.77
N  -17.07842  -23.75274  -16.24760  -0.87
O  -15.99148  -25.66256  -16.83433  -0.68
H  -17.23187  -23.33797  -18.65308  0.39
H  -16.64572  -24.84351  -19.18785  0.40
H  -17.05100  -23.89393  -15.24520  0.45
H  -17.49207  -22.85793  -16.43741  0.38

Forces on the atoms, in the same order (eV/Å):
-0.3 0.8 0.1
0.7 -4.4 1.1
0.9 1.9 -1.6
-0.5 2.3 -0.2
-0.1 0.0 0.2
-0.4 -0.3 0.0
-0.1 0.0 0.2
-0.3 -0.3 0.1
1.1 -0.4 -0.4
-0.9 0.5 0.8
0.2 0.5 -0.5
0.2 -0.4 0.1
-0.1 0.0 0.0
-0.2 0.0 -0.2
-0.3 0.0 0.3
-0.2 -0.2 -0.2
2.1 1.2 0.3
-3.5 0.6 -2.7
0.1 -0.9 0.8
1.5 -0.6 0.9
-0.4 -0.3 0.3
0.1 -0.2 0.2
0.1 0.3 0.0
-0.1 -0.1 -0.1
-0.4 -0.4 -0.1
0.1 1.0 -0.2
-0.6 0.5 -0.1
-0.2 -0.7 0.1
0.1 0.4 0.1
-0.1 -0.1 0.0
0.6 -0.2 0.5
0.5 -0.4 -0.1
0.7 -0.7 0.1
-1.7 1.4 0.2
0.6 -0.7 0.0
0.9 -0.5 0.1
-0.1 0.0 -0.1
0.0 0.3 -0.1
0.0 0.0 -0.1
-0.2 0.1 -0.1
-1.3 -0.7 -0.4
0.5 1.7 1.2
0.8 -0.2 0.2
0.3 -0.6 -0.5
0.2 0.1 -0.2
0.1 0.0 0.1
0.0 0.0 -0.1
-0.5 -0.2 0.0
0.3 -0.5 -1.2
-0.9 0.4 1.0
-0.1 0.2 1.1
-0.3 0.1 -0.5
-0.1 0.1 0.2
0.3 0.0 0.1
0.5 -0.4 0.0
0.2 0.0 -0.7



Record 6
Density functional theory data (the ωB97M-V functional and the def2-TZVPD basis) for C18H29F4N7O2STl as an isolated structure.

- Strongest force on any atom: 0.1 eV/Å
- Molar mass: 687.92 g mol⁻¹
- Charge: +1
- Highest occupied orbital energy (spin up / spin down): -10.906 / -11.141 eV
- Frontier orbital gap (spin up / spin down): 5.35 / 6.96 eV

Each line ends with the natural charge from an NBO analysis.
Atoms and positions in Å:
Tl  -0.80892  -0.69342  -1.93882  0.81
C  -1.46532  -2.12426  4.36067  -0.64
C  -1.19463  -1.24154  3.14558  -0.22
N  -0.28925  -1.75662  2.11517  -0.48
C  -0.79050  -2.93614  1.39780  -0.22
C  -0.45852  -4.30879  1.97960  -0.64
C  1.08758  -1.87056  2.57996  -0.21
C  2.09588  -2.00516  1.44925  -0.29
N  2.18942  -0.77267  0.69716  -0.34
C  3.09950  -0.62885  -0.25944  0.00
C  3.20569  0.66578  -0.85032  0.36
F  2.42755  1.64647  -0.38067  -0.31
C  4.06974  0.94101  -1.87528  0.33
F  4.09065  2.17331  -2.39401  -0.30
C  4.90509  -0.03836  -2.38621  -0.27
C  4.84720  -1.30764  -1.83152  0.32
F  5.63767  -2.26768  -2.30804  -0.29
C  3.98628  -1.60782  -0.80128  0.37
F  3.96996  -2.85535  -0.33357  -0.29
H  -2.05795  -1.56792  5.08806  0.22
H  -0.54498  -2.43537  4.85618  0.21
H  -2.03223  -3.01525  4.09331  0.21
H  -0.76336  -0.29419  3.48960  0.18
H  -2.14220  -1.00139  2.65533  0.20
H  -0.41181  -2.90193  0.36870  0.18
H  -1.87235  -2.81985  1.31897  0.21
H  0.61099  -4.52090  1.95368  0.20
H  -0.95205  -5.07713  1.38363  0.23
H  -0.79254  -4.41858  3.00993  0.21
H  1.23075  -2.71456  3.26664  0.19
H  1.32527  -0.96328  3.14160  0.21
H  1.82686  -2.83463  0.78612  0.22
H  3.06817  -2.26960  1.87726  0.22
H  5.58324  0.17619  -3.19961  0.26
N  -0.39234  0.66051  0.32616  -0.73
N  -1.18163  1.76176  0.66279  -0.43
C  -2.00890  2.36475  -0.19720  0.33
N  -2.67659  3.42502  0.28504  -0.78
S  -2.22074  1.91294  -1.81381  -0.36
H  -0.52894  -0.11412  0.99517  0.43
H  0.59265  0.90551  0.38073  0.41
H  -1.18475  2.05571  1.62919  0.39
H  -2.64605  3.68233  1.25755  0.40
H  -3.37508  3.84759  -0.29997  0.43
C  1.10596  4.19155  -2.37348  -0.40
N  0.84703  3.27150  -3.47972  -0.46
C  -0.07794  3.71519  -4.52242  -0.40
C  0.95741  1.98330  -3.24979  0.54
N  1.09894  0.84771  -3.05918  -0.54
H  1.44831  5.13893  -2.78583  0.22
H  1.88620  3.78126  -1.73772  0.23
H  0.19897  4.35888  -1.78582  0.20
H  0.29705  4.64494  -4.94647  0.22
H  -1.07758  3.87556  -4.11217  0.21
H  -0.12441  2.96540  -5.30801  0.22
C  -5.34689  -0.25259  -0.74953  -0.75
C  -4.18578  -0.22554  0.16619  0.77
O  -4.07126  0.53685  1.16463  -0.35
O  -3.15896  -0.93268  0.06277  -0.45
H  -6.22758  0.17012  -0.27041  0.26
H  -5.53760  -1.27517  -1.07074  0.26
H  -5.09034  0.34947  -1.62336  0.27

Forces on the atoms, in the same order (eV/Å):
0.0 0.0 0.0
0.0 0.0 0.0
0.0 0.0 0.0
0.0 0.0 0.0
0.0 0.0 0.0
0.0 0.0 0.0
0.0 0.0 0.0
-0.1 0.0 0.0
0.0 0.0 0.1
0.0 0.0 -0.1
0.0 0.0 0.0
0.0 0.0 0.0
0.0 0.0 0.0
0.0 0.0 0.0
0.0 0.0 0.0
0.0 0.0 0.0
0.0 0.0 0.0
0.0 0.0 0.0
0.0 0.0 0.0
0.0 0.0 0.0
0.0 0.0 0.0
0.0 0.0 0.0
0.0 0.0 0.0
0.0 0.0 0.0
0.0 0.0 0.0
0.0 0.0 0.0
0.0 0.0 0.0
0.0 0.0 0.0
0.0 0.0 0.0
0.0 0.0 0.0
0.0 0.0 0.0
0.0 0.0 0.0
0.0 0.0 0.0
0.0 0.0 0.0
0.0 -0.1 0.0
0.0 0.0 0.0
0.1 0.0 0.0
0.0 0.0 0.0
0.0 0.0 0.0
0.0 0.0 0.0
0.0 0.0 0.0
0.0 0.0 0.0
0.0 0.0 0.0
0.0 0.0 0.0
0.0 0.0 0.0
0.0 0.0 0.0
0.0 0.0 0.0
0.0 0.0 0.0
0.0 0.0 0.0
0.0 0.0 0.0
0.0 0.0 0.0
0.0 0.0 0.0
0.0 0.0 0.0
0.0 0.0 0.0
0.0 0.0 0.0
0.0 0.0 0.0
0.0 -0.1 0.0
0.0 0.0 0.0
0.0 0.0 0.1
0.0 0.0 0.0
0.0 0.0 0.0
0.0 0.0 0.0